Here is AsF6H16O8 as an isolated structure in a non-equilibrium geometry from OMol25. Energies are from wB97M-V/def2-TZVPD.

## Properties
* total charge: -1
* orbital gap: 10.929 eV
* relative energy (zero: lowest compared OMol25 entry of this formula, charge and spin): 35.2 kJ/mol
* E_LUMO: 2.618 eV

Positions of all 31 atoms, in Å:
As1 6.52 -11.02 11.37
F1 5.72 -9.87 12.37
F2 6.86 -12.07 12.75
F3 7.33 -12.18 10.34
F4 6.20 -9.98 9.98
F5 8.07 -10.30 11.59
F6 5.02 -11.92 11.11
O1 3.39 -7.95 10.17
H1 2.58 -8.30 9.79
H2 3.70 -8.65 10.76
O2 7.60 -11.58 15.44
H3 7.68 -11.59 14.47
H4 7.90 -12.46 15.71
O3 4.46 -8.20 14.14
H5 3.72 -8.79 13.96
H6 5.18 -8.54 13.58
O4 2.63 -12.24 12.32
H7 2.13 -11.97 11.54
H8 3.53 -12.39 11.99
O5 10.01 -13.69 10.53
H9 9.52 -14.28 9.95
H10 9.34 -13.16 10.96
O6 7.49 -10.04 7.63
H11 8.16 -10.71 7.79
H12 7.05 -9.92 8.49
O7 10.77 -9.57 11.94
H13 11.30 -10.38 11.93
H14 9.86 -9.88 12.03
O8 5.35 -14.71 12.59
H15 6.22 -14.80 12.99
H16 5.34 -13.81 12.24

***

Here is B2Cd2H38O19P as an isolated structure in a non-equilibrium geometry from OMol25. Energies are from wB97M-V/def2-TZVPD.

## Properties
* total charge: -1
* orbital gap: 8.388 eV
* relative energy (zero: lowest compared OMol25 entry of this formula, charge and spin): 259.1 kJ/mol
* E_LUMO: 1.725 eV

Positions of all 62 atoms, in Å:
Cd1 2.17 0.73 1.60
Cd2 -2.02 -0.38 -1.33
P1 0.20 0.04 0.02
O1 0.33 0.00 1.58
O2 1.68 0.34 -0.32
O3 -0.81 1.07 -0.53
O4 -0.41 -1.30 -0.55
B1 -3.16 -2.14 -2.53
H1 -3.62 -1.14 -2.26
H2 -3.00 -2.17 -3.67
H3 -2.16 -2.26 -2.01
H4 -3.84 -3.01 -2.20
B2 2.40 1.01 3.95
H5 3.16 1.10 3.10
H6 1.94 -0.05 3.90
H7 2.94 1.22 4.95
H8 1.60 1.82 3.77
O5 -3.10 -1.13 0.34
H9 -3.73 -0.57 0.81
H10 -2.92 -1.87 0.93
O6 0.69 -2.88 1.18
H11 0.36 -2.81 2.08
H12 0.22 -2.16 0.66
O7 1.14 1.37 -3.19
H13 1.54 1.19 -2.32
H14 1.75 1.95 -3.64
O8 3.63 -0.99 -1.46
H15 4.08 -0.33 -1.99
H16 2.77 -0.57 -1.17
O9 3.99 1.55 0.64
H17 4.79 1.86 1.09
H18 4.26 1.33 -0.25
O10 1.49 2.84 1.52
H19 1.91 3.70 1.53
H20 0.66 2.97 1.02
O11 1.02 -2.59 -2.66
H21 1.07 -3.52 -2.44
H22 0.53 -2.20 -1.91
O12 -0.37 3.77 -1.32
H23 -1.08 3.76 -1.97
H24 -0.21 2.82 -1.12
O13 -0.78 -1.68 3.24
H25 -0.35 -1.08 2.55
H26 -1.49 -1.15 3.62
O14 -1.67 1.42 2.81
H27 -0.93 1.19 2.21
H28 -1.33 1.22 3.69
O15 -1.19 -0.15 -3.28
H29 -1.07 -0.84 -3.94
H30 -0.38 0.40 -3.33
O16 -3.39 1.16 -1.72
H31 -3.14 2.04 -2.03
H32 -4.34 1.23 -1.56
O17 -1.90 -4.08 -0.28
H33 -1.17 -3.64 0.19
H34 -2.12 -3.48 -1.03
O18 3.39 -1.01 1.57
H35 3.69 -1.76 2.10
H36 3.40 -1.33 0.65
O19 -2.56 2.98 0.58
H37 -1.99 2.39 0.04
H38 -2.60 3.80 0.09

***

Here is B2F8Sn as an isolated structure in a non-equilibrium geometry from OMol25. Energies are from wB97M-V/def2-TZVPD.

## Properties
* total charge: 0
* orbital gap: 7.636 eV
* relative energy (zero: lowest compared OMol25 entry of this formula, charge and spin): 76.2 kJ/mol
* E_LUMO: -4.710 eV

Positions of all 11 atoms, in Å:
Sn1 -0.41 0.42 -0.77
B1 -2.44 -0.53 1.78
F1 -3.38 0.47 1.56
F2 -2.83 -1.31 2.88
F3 -2.21 -1.31 0.68
F4 -1.21 0.08 2.16
B2 2.55 0.44 -1.67
F5 3.78 0.77 -2.15
F6 2.44 -0.91 -1.42
F7 2.20 1.10 -0.49
F8 1.50 0.77 -2.55

***

Here is B3CsF12 as an isolated structure in a non-equilibrium geometry from OMol25. Energies are from wB97M-V/def2-TZVPD.

## Properties
* total charge: -2
* orbital gap: 9.512 eV
* relative energy (zero: lowest compared OMol25 entry of this formula, charge and spin): 131.3 kJ/mol
* E_LUMO: 3.925 eV

Positions of all 16 atoms, in Å:
Cs1 1.65 -4.23 -9.30
B1 3.10 -2.64 -12.07
F1 3.20 -2.53 -13.44
F2 1.85 -2.38 -11.68
F3 3.47 -3.85 -11.63
F4 4.01 -1.79 -11.58
B2 -1.31 -2.24 -9.31
F5 -1.58 -1.44 -8.22
F6 -2.29 -2.08 -10.23
F7 -0.10 -2.03 -9.92
F8 -1.40 -3.62 -8.89
B3 2.77 -1.87 -6.48
F9 1.81 -2.68 -7.00
F10 3.21 -1.06 -7.50
F11 2.26 -1.15 -5.49
F12 3.80 -2.71 -5.99

***

Here is B4CoF16 as an isolated structure in a non-equilibrium geometry from OMol25. Energies are from wB97M-V/def2-TZVPD.

## Properties
* total charge: -2
* orbital gap (spin up / spin down): 11.871 / 11.015 eV
* 2S+1: 4
* E_LUMO (spin up / spin down): 5.612 / 5.613 eV

Positions of all 21 atoms, in Å:
Co1 0.07 0.02 0.16
B1 -1.89 0.02 1.92
F1 -3.26 -0.18 1.79
F2 -1.49 1.13 1.11
F3 -1.58 0.29 3.25
F4 -1.14 -1.08 1.41
B2 2.13 -0.24 1.87
F5 3.47 -0.13 1.51
F6 1.51 -1.25 1.05
F7 1.99 -0.49 3.21
F8 1.41 0.94 1.49
B3 -1.02 -1.72 -1.90
F9 -1.79 -2.81 -1.48
F10 0.33 -1.91 -1.55
F11 -1.18 -1.47 -3.24
F12 -1.45 -0.57 -1.10
B4 0.77 1.91 -1.94
F13 1.38 0.76 -1.31
F14 0.31 1.59 -3.20
F15 -0.30 2.24 -1.07
F16 1.71 2.95 -1.98

***

Here is BCa2F5K as an isolated structure in a non-equilibrium geometry from OMol25. Energies are from wB97M-V/def2-TZVPD.

## Properties
* total charge: +3
* orbital gap: 6.115 eV
* relative energy (zero: lowest compared OMol25 entry of this formula, charge and spin): 0.0 kJ/mol
* E_LUMO: -14.746 eV

Positions of all 9 atoms, in Å:
K1 18.41 -11.27 11.49
Ca1 22.12 -9.97 13.25
Ca2 22.34 -13.64 13.13
B1 20.11 -8.02 13.59
F1 19.89 -9.37 13.23
F2 19.74 -7.88 14.91
F3 21.51 -7.82 13.49
F4 19.36 -7.23 12.76
F5 20.85 -11.90 12.79

***

Here is BCd3H22O17P2 as an isolated structure in a non-equilibrium geometry from OMol25. Energies are from wB97M-V/def2-TZVPD.

## Properties
* total charge: -1
* orbital gap: 3.313 eV
* relative energy (zero: lowest compared OMol25 entry of this formula, charge and spin): 515.9 kJ/mol
* E_LUMO: 0.447 eV

Positions of all 45 atoms, in Å:
Cd1 21.54 5.93 6.46
Cd2 24.33 8.53 7.00
Cd3 21.55 6.36 3.36
P1 19.72 5.05 4.71
O1 20.34 6.46 4.99
O2 20.46 4.71 3.40
O3 18.25 4.77 4.90
O4 20.20 4.42 6.03
P2 23.25 7.26 4.99
O5 22.79 5.80 4.90
O6 24.67 7.72 5.32
O7 22.61 7.64 6.30
O8 22.67 7.88 3.62
B1 22.53 5.06 8.43
H1 23.05 4.74 9.32
H2 22.50 6.14 8.52
H3 22.98 4.68 7.52
H4 21.54 4.69 8.59
O9 20.31 7.25 2.09
H5 20.08 7.20 1.16
H6 19.88 8.05 2.39
O10 23.98 3.44 5.18
H7 23.88 3.28 6.12
H8 23.96 4.39 5.10
O11 25.27 6.94 8.07
H9 25.25 6.56 8.95
H10 25.86 6.37 7.58
O12 26.56 5.83 5.43
H11 25.87 6.37 5.04
H12 27.37 6.30 5.25
O13 23.92 10.02 2.75
H13 24.59 9.64 2.18
H14 23.32 9.29 2.92
O14 22.89 5.72 1.87
H15 23.19 6.44 1.33
H16 23.61 5.09 1.87
O15 23.74 10.32 5.98
H17 22.92 10.43 5.50
H18 24.21 11.15 5.84
O16 26.94 8.86 4.24
H19 26.19 8.40 4.60
H20 26.59 9.70 3.94
O17 21.34 10.08 4.53
H21 21.38 10.73 3.83
H22 21.81 9.32 4.18

***

Here is a 9-piece molecular cluster, BF4H16O8 overall in a non-equilibrium geometry from OMol25. Energies are from wB97M-V/def2-TZVPD.

## Properties
* total charge: -1
* orbital gap: 10.599 eV
* relative energy (zero: lowest compared OMol25 entry of this formula, charge and spin): 196.7 kJ/mol
* E_LUMO: 2.587 eV

Positions of all 29 atoms, in Å:
B1 -0.21 0.62 0.53
F1 0.62 1.44 1.15
F2 -1.10 1.29 -0.28
F3 0.57 -0.20 -0.18
F4 -0.96 -0.10 1.49
O1 0.30 2.28 -4.87
H1 -0.23 3.07 -4.99
H2 0.11 2.00 -3.98
O2 -4.57 4.10 2.33
H3 -5.27 4.49 1.81
H4 -3.90 3.86 1.68
O3 -4.82 -2.81 0.27
H5 -4.16 -2.42 0.84
H6 -5.24 -2.06 -0.16
O4 4.72 -1.01 2.11
H7 5.12 -0.21 1.76
H8 3.85 -1.03 1.71
O5 3.22 5.00 4.46
H9 2.38 5.46 4.41
H10 3.31 4.57 3.61
O6 5.48 -2.67 -2.58
H11 4.87 -1.95 -2.47
H12 5.89 -2.78 -1.72
O7 0.33 -5.39 2.53
H13 -0.14 -4.96 3.24
H14 -0.16 -5.14 1.74
O8 -3.62 -1.94 -5.06
H15 -3.20 -2.40 -4.33
H16 -3.20 -1.08 -5.07